An isolated molecule of CHFIPS, computed with the ωB97M-V functional and the def2-TZVPD basis.

The geometry in XYZ format:
```
6
Properties=species:S:1:pos:R:3
F -0.03188 -0.91640 1.63151
C -0.37926 0.04292 0.76883
S -1.79226 0.80842 0.90584
P 0.98264 0.46658 -0.38231
I 1.09062 -1.56100 -1.68142
H 0.13014 1.15948 -1.24244
```

ΔE to the lowest compared entry with this formula, charge and spin: 0.628 eV
highest occupied orbital energy: -0.341 Eh
2S+1: 1
lowest unoccupied orbital energy: -1.14 eV
SMILES: FC(=S)PI
charge: 0
gap between HOMO and LUMO: 0.299 Eh
E: -31994.797 eV